This record from the OMol25 dataset describes a cluster of 2 separate species, C9H16N2O2 in total in a non-equilibrium geometry. The level of theory is wB97M-V/def2-TZVPD.

```
29
Properties=species:S:1:pos:R:3:forces:R:3
C 2.31799 1.40362 0.89644 -0.2452 -0.2777 -1.1258
H 1.58043 2.11850 1.16598 -0.1396 0.3562 1.3235
C -4.42154 0.53128 0.07625 -1.5538 0.2404 1.5397
C -3.38980 -0.56241 -0.29816 -2.8201 0.5027 -1.0299
O 4.54296 -1.34891 -0.99087 0.1336 -0.0345 1.0350
H -4.55781 0.53637 1.21728 0.6999 0.7819 -1.4319
H 0.32399 0.67059 -0.49461 0.8115 -2.4468 0.4596
H 2.95107 0.13399 -2.12179 0.4093 0.5929 3.1317
C 0.43287 -0.50271 -0.38127 1.3063 1.3409 0.8664
H -3.79374 -0.78497 -1.35860 2.1862 0.2553 0.8624
C 2.34637 1.36092 -0.54348 1.0779 1.4663 0.6460
H 0.98813 -0.91160 -1.32354 -0.7955 0.4793 2.3787
H 0.72637 -0.88129 0.70360 0.8561 1.2766 -2.4335
H -3.71851 -1.45628 0.22091 0.4457 -0.3742 0.3154
H -4.06121 1.46406 -0.39359 -0.2889 -0.0464 0.8181
H -2.00549 -0.15185 1.25201 0.0135 -0.1186 -0.7625
H 2.75689 0.36408 2.65813 0.2782 -0.1014 -1.0182
C -0.93941 -0.91885 -0.37981 -0.7665 -5.2204 -4.2546
H 4.10056 -1.34749 1.55763 -0.1540 0.8486 -0.1972
H -1.22411 -1.03863 -1.47098 0.2183 -0.2018 0.7730
C 2.90164 0.42735 1.55222 0.5759 -0.3301 3.6688
H -1.02921 -2.01032 0.02570 -0.0738 1.7081 -0.5755
C -1.96538 -0.11197 0.12125 -3.9723 4.3923 3.2608
O 1.88815 2.23553 -1.22704 -0.9584 0.9283 -1.1903
H -5.54120 0.45944 -0.21695 1.9576 -0.5922 -0.2005
N 3.80711 -0.50952 1.04470 -0.7372 0.1670 -0.2543
H -1.88791 1.11601 0.05129 0.2032 -2.9879 -0.7110
C 3.89032 -0.58928 -0.31108 -1.3775 0.3465 -3.1107
N 2.98046 0.30435 -1.03160 2.7096 -2.9513 -2.7830
```
Forces are in eV/Å.

Results
Orbital gap: 0.3704 Eh
Structure (SMILES): O=c1cc[nH]c(=O)[nH]1.CCCCC
Energy above the lowest of the compared OMol25 structures with the same formula, charge and spin: 95.2 kcal/mol

Löwdin population analysis, charges in e, atoms 1 to 6: atom 1 (C): -0.0244, atom 2 (H): 0.1251, atom 3 (C): -0.1659, atom 4 (C): -0.2834, atom 5 (O): 0.0792, atom 6 (H): 0.0836

This record from the OMol25 dataset describes a structure of composition C6H9N in a non-equilibrium geometry. The level of theory is wB97M-V/def2-TZVPD.

```
16
Properties=species:S:1:pos:R:3:forces:R:3
H 1.12795 2.42256 1.19012 -0.0735 -0.0955 -0.0870
H -1.46196 -0.63275 2.12228 0.1405 0.0481 -0.0647
C -0.55699 -0.26312 1.65011 -0.0295 0.1981 -0.0617
H 0.25215 -2.12426 -1.56096 -0.0813 0.1810 -0.0135
C 0.50964 -1.20740 1.47908 0.7324 -0.6178 -0.1696
H -0.62863 -0.67848 -2.68727 -0.0614 0.0099 -0.1084
N 1.36527 -1.97031 1.30195 -0.8299 0.7201 0.1596
H -1.78108 -0.95069 -1.15598 0.0826 0.1141 -0.0504
H 1.52923 0.88479 0.39186 -0.1072 0.1078 0.0459
H 1.06374 -0.56898 -2.10805 -0.1409 -0.0461 0.0232
C 0.73381 1.61654 0.55941 0.0321 -0.0620 -0.0041
C -0.97758 -0.26444 -1.47643 0.0717 -0.3188 -0.0067
H -1.33033 1.63890 1.34025 0.1115 -0.1035 -0.0060
C 0.14407 -1.05053 -1.76183 0.1156 0.0291 0.1184
C -0.46113 0.99730 1.20713 0.0025 -0.1261 0.0843
H 0.44301 2.04627 -0.40398 0.0349 -0.0383 0.1407
```
Forces are in eV/Å.

Results
Orbital gap: 0.3478 Eh
Energy above the lowest of the compared OMol25 structures with the same formula, charge and spin: 116.3 kcal/mol

Löwdin population analysis, charges in e, atoms 1 to 6: atom 1 (H): 0.0830, atom 2 (H): 0.1055, atom 3 (C): -0.1305, atom 4 (H): 0.0770, atom 5 (C): -0.2504, atom 6 (H): 0.1203

This record from the OMol25 dataset describes a structure of composition C35H85Br2NNbO17 in a non-equilibrium geometry. The level of theory is wB97M-V/def2-TZVPD.

```
141
Properties=species:S:1:pos:R:3:forces:R:3
C 4.02826 -1.05213 1.00082 0.1696 0.9404 0.4780
H 4.37182 1.46023 -0.70244 -0.3393 0.1281 -0.0988
O -3.27873 3.70169 -0.99556 -0.0342 0.1221 0.0193
H 0.27956 1.57173 -3.41617 0.1168 -0.3588 0.0867
H -2.34986 -1.21448 -3.19888 0.0391 0.0504 0.1857
C 3.77608 -0.64519 5.22352 0.3601 -0.1419 0.0019
C -7.34916 1.50238 -1.11896 0.3080 0.1263 -0.2092
H 7.33423 2.86596 5.08458 0.0405 0.0187 0.0363
C 3.45297 1.04890 -0.25983 0.2625 -0.6643 0.2654
H 6.66908 1.24026 6.67100 -0.0350 -0.1489 -0.0244
H 1.56869 -1.74802 7.99990 0.0389 0.0577 -0.0636
C 0.24631 0.69780 -4.10095 -0.7456 0.1937 0.3233
H 3.19108 -1.67303 -3.29948 -0.4148 0.3300 -0.2994
O 0.79767 1.92386 5.72055 -0.1580 0.1844 0.0950
H -9.62372 -3.44063 -7.18413 -0.0778 -0.1270 0.0776
H -1.93821 2.12002 1.86141 -0.1264 -0.0660 0.1282
H 2.66490 -1.27927 -5.33153 -0.3931 -0.0768 0.2601
C -6.43114 -2.90544 -2.17583 0.2052 0.2256 0.0219
Br 0.84872 -4.25896 -6.68533 0.2259 0.4727 0.0591
H -1.73438 -1.52916 9.69969 0.0614 0.0169 0.0144
O -0.45420 1.21781 0.73170 -0.0339 0.2098 0.3937
H -0.83384 2.50810 4.63877 0.0239 -0.0039 -0.0146
H -3.59477 2.79303 -0.95445 0.1160 -0.0430 -0.0057
C -1.10186 0.87524 -4.86451 0.2754 0.6639 -0.6223
H -1.19375 0.65493 2.54094 0.0619 -0.0488 0.0230
H 7.53220 4.39521 10.73475 -0.0364 0.1334 -0.0584
H 3.10453 0.10774 -2.88601 -0.0504 -0.2110 -0.1192
H -9.72114 -1.16577 -7.55816 0.0165 0.0820 -0.0026
H -4.34436 4.04777 -2.74340 0.0426 0.0993 -0.1547
H -8.85761 1.29454 -3.98903 -0.1729 0.0574 0.0729
H -2.25945 -1.66374 -5.25953 0.1438 0.1623 -0.0369
C -0.99353 -0.13729 -8.51742 0.2075 -0.2803 -0.9886
C 1.01829 -2.73906 -5.48478 -0.2359 0.3112 0.7665
C -10.56287 -2.88957 -7.28397 0.2032 0.3064 0.0191
O 3.13574 3.43197 -2.62964 0.0011 -0.1946 -0.1755
H -7.17500 -3.48990 -2.71371 0.0050 0.0456 -0.0397
H -6.81893 -2.65878 -1.18328 -0.0195 -0.1462 0.0321
H -2.10802 -2.24935 11.27962 -0.1233 0.0093 -0.0908
H 4.51045 -2.85242 2.07913 -0.0222 0.4098 0.0061
C -2.01604 -1.90753 -7.33413 -0.2334 -0.7431 -0.3180
H -7.36042 0.80501 -1.96075 -0.0377 -0.1981 0.1655
H -10.95240 -2.64984 -6.29018 -0.0174 -0.1608 0.0387
C -0.56030 1.73589 5.35380 0.2565 -0.0885 0.1823
C 5.64684 3.82295 4.99306 0.2010 -0.2323 -0.0793
C 3.15645 4.37178 -1.57509 0.0435 0.1444 -0.0998
H 0.52621 0.06379 -1.27725 -0.0557 -0.4938 0.0446
H 7.46011 1.37440 8.25255 -0.0752 0.1790 -0.0515
H -10.10317 1.26926 -5.25879 0.0487 -0.0279 -0.0670
H 2.21018 4.91772 -1.51186 0.0309 0.0293 0.1045
H -6.17869 2.77772 -1.99382 -0.0077 0.0245 0.0192
H -0.77934 1.62810 -0.07626 0.1117 -0.2110 -0.1350
H 3.31243 3.82234 -0.64951 -0.0216 -0.0041 -0.0183
O -4.18272 0.69007 -1.83513 -0.2708 0.2796 0.4922
O 3.89419 -3.74899 -4.53566 0.1487 0.0459 -0.0365
H -7.82513 -0.41621 -5.13823 0.0603 0.0364 -0.0504
H 5.12121 4.55360 5.60326 0.0603 -0.0112 0.0443
H 3.38867 -4.56382 -4.61903 -0.1533 0.1150 -0.0131
C -3.32015 4.09738 -2.36028 0.0132 -0.3562 0.1695
C -1.45918 -2.31178 10.40236 0.1880 -0.1762 0.2082
H -5.51647 -3.49487 -2.07620 -0.0722 -0.0985 0.0692
H 3.97912 5.08110 -1.71551 -0.0351 0.0781 0.1712
H 2.36218 -1.96567 -6.90240 0.0106 0.1601 0.2597
H 6.74372 4.21589 9.15193 0.0084 -0.0887 -0.0130
H 1.11085 0.87846 -4.75845 -0.2450 -0.2146 -0.0612
O 6.88293 3.51206 5.63538 -0.0500 0.1537 0.0226
C 1.22666 -0.79261 8.38920 0.0519 0.3270 0.0152
H 5.30573 -1.74713 4.79573 0.0700 0.0300 -0.0738
H 3.37608 1.42100 0.76960 -0.0380 0.0995 -0.2417
H 1.56307 1.08837 8.01473 0.2652 -0.0260 0.2493
H -1.58578 -3.28491 9.92178 -0.1384 0.0429 -0.0505
C 3.85871 -3.25252 0.10498 -0.1006 -0.1405 -0.4191
H 4.29957 -0.42798 1.85279 -0.1537 0.0047 -0.1754
H 5.75445 4.25687 10.62811 0.0216 0.1362 -0.0541
H -0.38265 1.53737 -7.38723 -0.1248 -0.0993 0.1632
H -1.12340 1.92599 -5.20812 -0.2041 -0.2149 0.0534
H 1.02421 1.22773 6.35446 0.1665 -0.1086 -0.5056
H 5.46151 -4.73289 -3.60161 0.1637 0.0290 -0.0092
C -9.38359 0.66514 -4.71091 0.3506 -0.2314 0.0577
H -0.69518 0.75637 4.88907 -0.1610 0.0121 -0.0463
O 6.80953 2.50572 10.26868 0.0019 0.0871 0.1581
H 3.18049 -3.35569 -1.90583 -0.0684 0.1956 0.1031
C 0.41361 -2.69335 -4.29142 -0.3874 -1.2473 -0.1643
O -7.04801 2.81366 -1.58330 -0.1635 0.0548 0.0318
C -1.27462 0.04668 -6.11924 0.0122 0.3423 -0.0399
O -10.36335 -1.70257 -8.03737 -0.0425 -0.0467 0.0117
H -5.51621 -1.21416 -2.42850 -0.0002 0.0303 -0.0933
C 3.27815 -1.32588 -1.24088 -0.2930 0.5280 -1.1112
H -1.97038 -2.12201 -1.68211 0.0227 0.0177 -0.3401
Nb 0.47931 -1.07368 -2.69205 1.3182 0.4791 -1.5748
H 5.57302 -4.62231 -5.38252 0.1495 0.0071 0.0372
H 5.82897 4.24727 4.00288 -0.1444 0.0303 -0.0124
H 1.26756 -0.74821 -6.34656 -0.1144 -0.1549 0.3926
C 5.26954 -4.09773 -4.47105 -0.2996 -0.1787 -0.0101
C 6.63190 0.92432 7.70868 0.0164 -0.3640 0.0918
C 3.41214 -2.69710 -1.06862 0.2596 -0.5538 -0.2962
O 4.68812 -1.21519 4.28570 -0.0877 0.0639 0.0237
C -0.85918 0.55709 -7.34178 0.5409 0.8730 0.0621
H 3.00333 3.90772 -3.45383 -0.0385 -0.0669 -0.0104
H -11.28582 -3.51012 -7.80972 0.0013 0.0432 -0.0345
C 2.77310 -0.90770 -2.62854 -0.3355 0.3052 1.8881
C 4.16806 -2.40164 1.14945 0.2973 -1.3905 0.6472
O -6.17574 -1.71918 -2.91693 -0.1726 0.0243 -0.0513
Br -0.69779 -4.26159 -3.81861 0.1876 0.5326 0.0129
H 3.95255 -4.33552 0.15061 0.0497 0.1666 0.3014
C -1.78546 -1.20331 -2.25585 0.5141 -0.0535 1.2449
H -2.34116 0.51001 1.19225 -0.0799 -0.0162 0.1503
H 0.65112 -2.42028 -1.45466 -0.1992 0.0036 0.0128
H 5.68451 1.24091 8.14831 0.0520 0.1981 -0.0384
O 6.73584 -0.50262 7.75593 -0.0023 -0.0356 -0.1751
C 6.70346 3.92469 10.19916 -0.0026 -0.1763 0.1921
H -6.60183 1.18689 -0.38700 -0.1033 -0.1930 0.0223
H -2.96575 5.12367 -2.42801 -0.0167 -0.0001 0.0655
H -8.33008 1.51812 -0.64783 -0.0002 0.1093 -0.0332
H 3.24677 -1.43911 5.75687 -0.1163 0.1439 0.0991
C -1.56094 -1.39851 -8.53120 -0.0379 -0.0134 -0.1527
N -3.62260 -0.23885 -1.35057 0.2603 -0.0430 -0.6116
C -1.54493 1.12407 1.62646 0.0408 0.1947 -0.4209
H 1.47909 -0.72350 9.44540 -0.0778 -0.1134 0.0132
H 5.84854 -3.18167 -4.37673 -0.0636 0.0275 0.0207
H -9.90886 -0.13932 -4.18855 -0.1149 0.1356 0.0966
O 1.87619 0.25045 7.65498 -0.1253 -0.0092 0.0555
H -1.64616 -1.96536 -9.45440 -0.0154 0.0869 0.1340
O -8.45441 0.11411 -5.64064 -0.1693 -0.0952 -0.1349
H 4.32645 -0.02440 5.93468 -0.2158 0.0270 0.1428
C -1.87333 -1.19655 -6.16388 -0.4290 -0.4574 0.9571
C 3.58460 -0.46592 -0.18150 -0.2208 0.0764 -0.1792
C 1.85836 -1.59958 -5.99361 0.5859 -0.5613 -1.5437
H -1.20942 1.81710 6.23307 -0.1475 -0.0084 -0.0983
H -2.47850 -2.89200 -7.31110 0.0708 0.1455 0.0769
H -0.63264 0.27299 -9.45974 -0.0325 0.1180 0.2404
H 0.14375 -0.71919 8.26464 -0.0168 -0.1416 0.0756
O -2.25619 -0.08593 -1.41484 -0.4333 0.1491 -0.4664
O -0.09787 -2.11668 10.77707 -0.1192 0.0082 -0.0032
H -1.99786 0.76866 -4.24035 0.3518 -0.1736 0.1945
H 0.13128 -2.81462 11.39689 0.0676 0.0340 -0.0121
H 5.03053 2.92575 4.89841 -0.1188 0.0872 -0.0470
H -2.67404 3.45325 -2.96282 -0.0444 0.0702 -0.1258
H 6.77326 2.25788 11.19675 0.0073 -0.0184 -0.0235
H 6.70016 -0.76034 8.68049 -0.0056 -0.0154 -0.0234
H 3.05611 -0.02810 4.69026 0.0441 -0.0611 -0.0957
H 2.56722 1.36190 -0.82122 0.2229 -0.0547 -0.0062
```
Forces are in eV/Å.

Results
Net charge: -1
Orbital gap: 0.2241 Eh

Löwdin population analysis, charges in e, atoms 1 to 6: atom 1 (C): -0.0721, atom 2 (H): 0.0827, atom 3 (O): -0.1292, atom 4 (H): 0.0305, atom 5 (H): 0.0194, atom 6 (C): -0.1444

This record from the OMol25 dataset describes an isolated molecule of C2H2Br2S2 in a non-equilibrium geometry. The level of theory is wB97M-V/def2-TZVPD.

```
8
Properties=species:S:1:pos:R:3:forces:R:3
S 0.87768 2.20519 0.10702 0.1443 -1.1170 0.0076
Br -2.05020 -1.36018 0.04272 0.4669 0.3587 -0.1685
C 0.61881 -0.32827 0.46487 0.1299 1.1545 0.1737
H -0.32420 -0.32135 -1.47384 -0.0066 -0.0353 0.2258
Br 2.00255 -1.43479 -0.06575 -0.0576 -0.0201 -0.0123
C -0.54505 -0.11867 -0.42445 -0.4711 0.1850 -0.4065
H 0.46608 -0.26934 1.53401 0.0000 0.0177 -0.0315
S -1.04566 1.62741 -0.18458 -0.2059 -0.5436 0.2117
```
Forces are in eV/Å.

Results
Orbital gap (spin up / spin down): 0.2633 / 0.2222 Eh
Energy above the lowest of the compared OMol25 structures with the same formula, charge and spin: 39.3 kcal/mol

Löwdin population analysis, charges in e, atoms 1 to 6: atom 1 (S): 0.2395, atom 2 (Br): 0.5844, atom 3 (C): -0.8690, atom 4 (H): 0.0446, atom 5 (Br): 0.7627, atom 6 (C): -1.1663

What is the formula in the third record?
C35H85Br2NNbO17